Density functional theory data (the ωB97M-V functional and the def2-TZVPD basis) for a molecular structure, C12H21AuNO3.

XYZ file:
```
38
Properties=species:S:1:pos:R:3:forces:R:3
Au -0.117 -0.251 -0.277 -0.0703 -0.5181 -0.6727
C 2.973 -0.964 0.107 0.3413 -0.4447 -0.0207
O 2.125 0.118 -0.247 -0.6832 0.0588 -0.0493
C 2.494 1.321 0.412 -0.0862 0.6285 0.1324
C 1.545 2.446 -0.004 0.2861 -0.1061 -0.1463
O 0.180 2.185 0.248 0.1967 0.1578 -0.0132
C -0.348 2.502 1.517 -0.2644 -0.1902 0.4628
C 0.042 1.551 2.655 0.1229 0.2038 -0.1015
O -0.096 0.215 2.222 0.0249 0.2872 0.1007
C 0.246 -0.739 3.205 -0.0170 -0.0208 0.1953
H 4.016 -0.696 -0.086 -0.0937 0.0079 -0.0220
H 2.866 -1.231 1.163 -0.0830 0.0671 -0.0382
H 2.696 -1.807 -0.520 0.0176 0.0032 0.0481
H 2.494 1.173 1.498 -0.0241 -0.0928 -0.1048
H 3.510 1.600 0.104 -0.1208 -0.0678 0.0314
H 1.860 3.380 0.476 0.0239 -0.0625 -0.0490
H 1.601 2.559 -1.091 0.1297 0.0903 0.1385
H -0.072 3.521 1.809 -0.0575 0.0058 -0.0334
H -1.428 2.449 1.365 0.0405 0.0966 0.1217
H 1.076 1.738 2.984 -0.1301 -0.0582 0.0173
H -0.622 1.739 3.510 0.0852 0.0948 -0.0607
H -0.468 -0.713 4.034 0.0450 -0.0373 0.0062
H 0.212 -1.712 2.721 -0.0010 -0.0618 0.0579
H 1.252 -0.559 3.597 0.0059 -0.0151 -0.0068
C -6.421 0.106 0.080 -0.1985 -0.1016 0.0296
C -4.966 -0.101 -0.146 0.4736 0.0056 -0.0469
C -4.209 0.772 -0.925 -0.0131 -0.1713 0.1397
C -2.850 0.576 -1.057 -0.1619 0.2407 -0.1941
N -2.202 -0.431 -0.464 0.4149 0.0151 0.0102
C -2.921 -1.297 0.253 -0.1957 -0.3521 0.2477
C -4.284 -1.174 0.429 0.0944 0.1616 -0.1398
H -6.760 1.042 -0.347 -0.0679 0.0870 -0.0487
H -6.639 0.106 1.147 -0.0338 0.0177 0.0528
H -6.992 -0.709 -0.363 -0.0538 -0.0202 -0.0375
H -4.674 1.615 -1.414 -0.0036 0.0612 -0.0563
H -2.248 1.246 -1.650 0.0494 0.0998 -0.0338
H -2.380 -2.115 0.706 0.0308 -0.0019 0.0160
H -4.809 -1.905 1.025 -0.0229 -0.0681 0.0674
```
Forces are in eV/Å.

LUMO = -2.505 eV
Net charge = +1
Largest force on an atom = 0.0166 Eh/bohr